Below is the molecule C5H7NO at a distorted geometry, with properties calculated with the ωB97M-V functional and the def2-TZVPD basis.

Output
Kohn-Sham gap in Eh: 0.361
F_max in Eh/bohr: 0.0196
SMILES: OCC#C[C@H]1CN1
Energy above the lowest of the compared OMol25 structures with the same formula, charge and spin in kJ/mol: 430.8
Energy in hartree: -324.560401
2S+1: 1
LUMO energy in eV: 0.5691

Structure (XYZ):
```
14
C5H7NO | OMol25 | the ωB97M-V functional and the def2-TZVPD basis
O 2.49476 -1.15347 -0.37409
C 2.27893 0.20469 -0.07811
C 1.16395 0.42242 0.87587
C 0.00831 0.67141 0.61498
C -1.29567 0.80241 0.05789
C -1.87313 -0.46233 -0.46922
N -2.37134 0.12008 0.76928
H 1.74623 -1.65796 -0.03716
H 3.21337 0.66313 0.22159
H 1.89978 0.74072 -0.96042
H -1.53691 1.73898 -0.43015
H -1.24014 -1.34697 -0.44621
H -2.56529 -0.40346 -1.30169
H -1.92286 -0.33963 1.55745
```

Atom charges from the Mulliken analysis, given in e for atoms 1 to 2: number 1, O, carries -0.515; number 2, C, carries -0.107